The following is a quantum chemistry calculation of a cluster of 7 separate species, C6H27NO6S in total, from the Open Molecules 2025 dataset.

- spin multiplicity = 1
- HOMO energy (eV) = -8.09
- total charge = 0
- gap between HOMO and LUMO (eV) = 8.291
- ΔE to the lowest compared entry with this formula, charge and spin (kJ/mol) = 527.32
- largest force on an atom (eV Å⁻¹) = 11.618

Positions of all 41 atoms, in Å:
C: -1.25 -1.13 2.29
C: -0.24 -0.16 1.52
N: -0.15 -0.03 0.04
C: -0.20 -1.38 -0.70
C: -0.61 1.17 -0.77
C: -2.19 1.38 -0.72
C: -3.13 0.85 -1.87
S: -3.73 -0.85 -1.49
H: -1.75 -0.47 2.97
H: -1.84 -1.77 1.61
H: -0.59 -1.83 2.83
H: 0.84 -0.61 1.85
H: -0.08 0.79 2.04
H: -0.84 -1.32 -1.69
H: 0.89 -1.61 -1.03
H: -0.50 -2.21 0.04
H: -0.27 1.04 -1.76
H: -0.19 2.00 -0.23
H: -2.62 1.23 0.29
H: -2.32 2.58 -0.56
H: -3.95 1.45 -2.00
H: -2.48 0.87 -2.89
H: -2.50 -1.39 -1.56
O: -1.72 3.85 1.53
H: -1.44 3.43 0.70
H: -2.15 4.67 1.25
O: 3.32 -0.59 -1.39
H: 4.04 -1.04 -0.93
H: 3.08 -1.36 -1.95
O: 2.94 -1.71 2.59
H: 2.92 -0.81 2.30
H: 3.89 -1.83 2.54
O: 0.58 1.40 -3.79
H: 0.99 1.03 -2.95
H: 1.10 1.97 -4.10
O: 2.88 0.31 0.87
H: 1.96 0.37 0.53
H: 3.25 1.23 1.19
O: 1.10 -3.31 0.92
H: 1.62 -2.63 0.64
H: 1.34 -3.55 1.83

Results of the Mulliken charge analysis, in e, for atoms 1 through 6: C -1.3382; C 0.1524; N 0.8625; C -1.0963; C -0.4893; C -0.3580